# C51H72BrCl25F13N2PS2

13 unconnected molecules or ions with the total composition C51H72BrCl25F13N2PS2 (ωB97M-V/def2-TZVPD, the Open Molecules 2025 dataset).

Computed properties:
LUMO level in eV: -0.27
HOMO-LUMO gap in eV: 6.9665
HOMO level in eV: -7.236

Each line ends with the Mulliken charge.
Atoms and positions in Å:
C  6.0890  -7.5094  -2.4476  -0.1359
C  6.2478  -7.3258  -1.2595  -1.1626
C  6.4367  -7.2000  0.2462  0.4075
C  5.2633  -6.3426  0.7747  0.4472
C  4.8475  -5.2554  -0.0174  -0.8666
C  3.8039  -4.4545  0.4627  0.5155
C  3.1148  -4.6691  1.6642  -0.8371
C  3.5364  -5.7535  2.4630  -0.6259
C  4.6059  -6.5526  2.0119  0.5191
C  5.0528  -7.7004  2.9417  -1.4065
C  5.8431  -7.2354  4.2145  -1.1592
C  7.3228  -7.6777  4.2802  1.2209
F  7.6214  -7.8546  5.6159  -0.3278
F  7.5318  -8.8772  3.6818  -0.3058
C  8.2377  -6.5193  3.7367  0.0259
F  7.5643  -5.8984  2.7242  -0.1183
F  8.4217  -5.6296  4.7357  -0.3295
C  9.6022  -7.0264  3.1035  0.6720
F  9.2702  -7.5923  1.9333  -0.2159
F  10.1023  -7.9104  4.0072  -0.2785
C  10.6218  -5.8406  3.0043  0.5338
F  10.0538  -4.6598  2.7073  -0.2538
F  11.1415  -5.6756  4.2415  -0.2209
S  12.0807  -6.0878  1.8235  1.3361
F  12.2210  -4.4823  1.6884  -0.3066
F  11.1381  -6.0728  0.5339  -0.2906
F  12.0344  -7.6813  1.9749  -0.2934
F  13.1332  -6.0493  3.0549  -0.2943
F  13.3403  -6.2625  0.8538  -0.2864
N  2.0223  -3.8763  2.1703  0.3684
Cl  2.7680  -2.4706  2.9611  -0.0901
C  1.1558  -3.3648  1.1367  -0.7186
C  -0.2246  -3.2843  1.4517  0.0211
C  -0.7797  -3.6947  2.8272  -0.5682
Br  -1.7943  -5.3756  2.6663  -0.0985
C  -1.6516  -2.5214  3.3807  -0.1376
C  -2.3772  -2.8988  4.7327  -1.1789
C  -1.1010  -2.7883  0.4791  -0.3673
C  -0.7045  -2.3520  -0.7966  0.9318
P  -1.9748  -1.7585  -2.0042  0.9177
N  -2.8211  -0.5252  -1.4635  -0.5255
C  0.6855  -2.4134  -1.1286  -0.6542
C  1.2969  -1.9939  -2.4654  -1.8124
C  2.0945  -0.6453  -2.3655  -0.1803
C  1.9003  0.3358  -1.4133  -0.3542
C  1.5570  -2.9244  -0.1371  1.1407
S  3.3037  -3.0422  -0.5450  -0.1027
H  6.0177  -7.5106  -3.5265  0.4685
H  6.4417  -8.2334  0.6254  0.4104
H  7.4182  -6.7046  0.3647  0.0440
H  5.2979  -4.9731  -0.9763  0.3805
H  3.0381  -5.9608  3.4224  0.5253
H  5.5656  -8.4560  2.3270  0.4449
H  4.1241  -8.1880  3.3054  0.5004
H  5.3497  -7.6965  5.0944  0.4561
H  5.6961  -6.1463  4.3282  0.4680
H  0.0352  -3.8480  3.5557  0.5493
H  -2.4534  -2.2398  2.6752  0.1248
H  -1.0214  -1.6394  3.6125  0.3596
H  -3.4725  -2.8394  4.5819  0.3155
H  -2.1448  -3.9316  5.0533  0.3210
H  -2.0688  -2.2185  5.5476  0.3090
H  -2.1757  -2.7142  0.7089  0.3404
H  -2.8086  -2.8600  -2.2770  -0.1420
H  -1.3625  -1.3639  -3.2199  -0.0394
H  -3.7871  -0.8629  -1.4327  0.1469
H  2.0581  -2.7178  -2.8207  0.4116
H  0.5461  -1.9152  -3.2757  0.4221
H  2.8748  -0.4176  -3.1206  0.3551
H  2.7736  0.5677  -0.7658  0.2389
H  0.9623  0.9453  -1.3039  0.0498
Cl  -0.6784  1.3456  -0.3357  -0.0639
C  -0.7050  3.0981  -0.0169  -0.3503
C  -1.9086  3.7552  -0.6377  0.5698
Cl  -1.8301  3.7651  -2.4227  -0.2125
H  0.2218  3.5277  -0.3880  -0.2207
H  -0.7300  3.2253  1.0656  0.3519
H  -1.9680  4.7942  -0.3220  -0.1007
H  -2.8302  3.2577  -0.3437  -0.0369
Cl  -4.7486  2.3443  2.1403  -0.1420
C  -5.8204  3.7672  2.2569  -0.5944
C  -5.6701  4.6961  1.0780  0.7455
Cl  -4.0768  5.5059  1.0619  -0.1751
H  -5.6029  4.2744  3.1955  0.3585
H  -6.8425  3.3914  2.2996  0.3357
H  -6.4244  5.4759  1.1266  0.0496
H  -5.7845  4.1690  0.1276  -0.5117
Cl  -5.3082  -1.8716  -3.8585  -0.0884
C  -5.5028  -3.3406  -4.8489  -0.1216
C  -5.1775  -4.5947  -4.0774  -0.5443
Cl  -3.4387  -4.7059  -3.6968  -0.1616
H  -4.8718  -3.2390  -5.7292  -0.1424
H  -6.5424  -3.3668  -5.1755  0.3816
H  -5.4288  -5.4723  -4.6727  0.3475
H  -5.7344  -4.6477  -3.1437  0.3485
Cl  -9.2788  6.9979  -0.2104  -0.1571
C  -8.8281  8.2860  0.9378  -0.6589
C  -7.5244  8.9504  0.5659  -0.0622
Cl  -6.1329  7.8585  0.7710  -0.0966
H  -8.7849  7.8492  1.9341  0.4013
H  -9.6346  9.0192  0.9223  0.3626
H  -7.3517  9.8105  1.2139  0.3740
H  -7.5300  9.2981  -0.4681  -0.1557
Cl  -8.0785  4.1238  -2.5840  -0.1604
C  -6.8907  3.1241  -3.4623  -0.5732
C  -6.4346  1.9377  -2.6498  -0.4378
Cl  -5.4510  2.4262  -1.2495  -0.1065
H  -6.0539  3.7618  -3.7408  0.2939
H  -7.3781  2.7811  -4.3747  0.3919
H  -5.8114  1.2869  -3.2639  0.1668
H  -7.2775  1.3544  -2.2834  0.3476
Cl  0.2422  6.0494  -3.6082  -0.1737
C  1.3596  6.7882  -2.4292  -0.3863
C  2.6493  6.0119  -2.2979  -0.5621
Cl  2.4185  4.4233  -1.5291  -0.1308
H  0.8378  6.8690  -1.4770  0.2308
H  1.5758  7.7952  -2.7860  0.3794
H  3.3482  6.5660  -1.6715  0.3276
H  3.1159  5.8488  -3.2676  0.3290
Cl  -4.3350  -2.6008  -8.3312  -0.1772
C  -2.6826  -3.0711  -8.8053  -0.4348
C  -1.8100  -3.3619  -7.6066  -0.5018
Cl  -1.4527  -1.8948  -6.6614  -0.1578
H  -2.2688  -2.2738  -9.4194  0.3280
H  -2.7720  -3.9649  -9.4224  0.2987
H  -0.8539  -3.7670  -7.9374  0.4043
H  -2.2748  -4.0870  -6.9399  0.2480
Cl  13.3367  -5.1749  7.4703  -0.1906
C  13.1304  -6.6703  6.5241  0.0814
C  13.3333  -7.9091  7.3619  -0.4370
Cl  15.0287  -8.1075  7.8726  -0.1947
H  13.8233  -6.6368  5.6855  0.2609
H  12.1166  -6.6550  6.1292  -0.1460
H  13.0725  -8.7931  6.7800  0.2846
H  12.7114  -7.8934  8.2549  0.3503
Cl  -8.3867  10.4795  -2.3642  -0.2162
C  -9.9996  10.8680  -1.7139  -0.3207
C  -11.0861  10.0473  -2.3624  -0.1852
Cl  -11.3330  10.4899  -4.0727  -0.2017
H  -10.1693  11.9346  -1.8466  0.3506
H  -9.9694  10.6585  -0.6446  0.1383
H  -12.0315  10.2206  -1.8507  0.1898
H  -10.8649  8.9821  -2.3177  0.2207
Cl  -15.7695  14.3626  -2.3600  -0.1881
C  -14.6454  13.2642  -3.1996  -0.4963
C  -14.2618  12.0805  -2.3469  -0.1647
Cl  -13.2456  12.5527  -0.9571  -0.1908
H  -13.7718  13.8398  -3.4992  0.3245
H  -15.1530  12.9191  -4.0999  0.3068
H  -13.6810  11.3743  -2.9398  0.0836
H  -15.1385  11.5627  -1.9624  0.3336
Cl  -3.8957  10.1729  -1.5748  -0.1930
C  -2.7958  9.0509  -2.4190  -0.5471
C  -2.4312  7.8585  -1.5662  0.2646
Cl  -1.3976  8.3062  -0.1820  -0.2113
H  -1.9144  9.6106  -2.7265  0.3602
H  -3.3158  8.7137  -3.3152  0.3226
H  -1.8684  7.1388  -2.1614  -0.1455
H  -3.3177  7.3594  -1.1766  0.1578
Cl  6.1514  0.1231  3.9432  -0.1928
C  6.8235  -1.5008  4.2341  -0.4659
C  7.3807  -2.1215  2.9761  -0.1222
Cl  6.1007  -2.5255  1.8062  0.0047
H  6.0385  -2.1175  4.6688  0.2837
H  7.6177  -1.3872  4.9720  0.3941
H  7.8932  -3.0528  3.2207  -0.2845
H  8.0925  -1.4607  2.4845  0.3940



# C51H74N4O17

A molecular structure, C51H74N4O17 (ωB97M-V/def2-TZVPD, the Open Molecules 2025 dataset).

Computed properties:
LUMO level in eV: -2.21
HOMO-LUMO gap in eV: 5.3170
HOMO level in eV: -7.527

Each line ends with the Mulliken charge.
Atoms and positions in Å:
C  -10.9040  -10.7107  -22.9514  -0.9716
C  -11.4360  -11.7800  -22.2252  -0.7092
C  -11.9145  -12.9167  -22.9119  0.4357
C  -11.9430  -12.9147  -24.3575  -0.5133
C  -11.4605  -11.8309  -25.0361  -0.3648
C  -10.9041  -10.7633  -24.3378  -0.9443
N  -12.4610  -14.1268  -25.0841  0.3842
O  -12.5744  -15.1266  -24.4287  0.0191
O  -12.6386  -13.9845  -26.3009  -0.6823
H  -10.4186  -9.8455  -22.5246  0.4196
H  -11.3632  -11.7821  -21.1476  0.4361
H  -12.4337  -13.6702  -22.3383  1.1280
H  -11.3594  -11.8518  -26.1112  0.5277
H  -10.5166  -9.8698  -24.8045  0.4394
C  -9.2065  -15.0981  -21.8857  -0.2541
C  -9.8837  -14.0704  -21.1872  -0.7713
C  -11.2522  -14.2087  -21.0298  -0.3614
C  -11.9230  -15.3219  -21.4991  -1.3727
C  -11.1948  -16.3849  -22.1521  0.4437
C  -9.8416  -16.2536  -22.3334  0.0679
N  -13.3851  -15.5390  -21.2087  1.0531
O  -13.9752  -14.6256  -20.6620  -0.7327
O  -13.9344  -16.6107  -21.4965  -0.5701
H  -8.1266  -15.0856  -21.8801  0.4310
H  -9.3476  -13.1934  -20.8557  0.4018
H  -11.7990  -13.4026  -20.5632  0.9548
H  -11.6780  -17.2460  -22.5895  0.1424
H  -9.3406  -17.0878  -22.8020  0.2704
C  -9.5845  -19.6044  -25.0695  0.3080
C  -8.6124  -20.5853  -25.4261  0.7186
C  -8.9375  -21.9237  -25.6172  -1.1095
C  -10.2413  -22.3185  -25.2922  -0.8543
C  -11.1830  -21.4298  -24.8586  -0.1422
C  -10.8632  -20.0455  -24.7334  -0.4144
N  -10.5179  -23.7537  -25.3332  1.3975
O  -9.9538  -24.4638  -26.2086  -0.6312
O  -11.2770  -24.2308  -24.5013  -0.6901
H  -9.2810  -18.5686  -25.1078  -0.4017
H  -7.5844  -20.3019  -25.5972  -0.1908
H  -8.1960  -22.6323  -25.9555  0.7899
H  -12.1246  -21.8228  -24.5044  0.6699
H  -11.6614  -19.4205  -24.3612  0.3464
C  -8.3124  -19.9468  -28.1442  0.4798
C  -8.1066  -21.1971  -28.7603  -1.5506
C  -9.1141  -22.0971  -28.6565  -1.2449
C  -10.3640  -21.8315  -27.9590  0.0979
C  -10.5310  -20.5872  -27.3313  1.2409
C  -9.5539  -19.5896  -27.5277  0.4440
N  -11.4560  -22.8760  -27.8617  1.3621
O  -11.3259  -23.8300  -28.6289  -0.7387
O  -12.3054  -22.8312  -26.9721  -0.6377
H  -7.6283  -19.1112  -28.1328  0.1292
H  -7.1642  -21.3034  -29.2770  0.5009
H  -9.0824  -23.0691  -29.1263  0.5581
H  -11.4122  -20.3453  -26.7556  -1.4003
H  -9.6290  -18.6970  -26.9243  0.0196
C  -12.1520  -16.9836  -24.6581  -0.3490
C  -10.6870  -17.3780  -24.6344  0.8780
O  -10.1685  -17.6889  -23.5605  0.1343
C  -9.8164  -17.2665  -25.8644  0.4350
H  -12.6384  -16.8679  -23.6896  -1.4256
H  -12.7385  -17.6772  -25.2606  0.9624
H  -12.3135  -16.0691  -25.2288  -0.9824
H  -10.2506  -17.7720  -26.7270  -0.2959
H  -8.9261  -17.8838  -25.7441  -0.5383
H  -9.4243  -16.2874  -26.1395  -0.2254
C  -12.0252  -16.0612  -27.3635  0.0477
C  -11.6747  -17.3722  -28.1460  0.5045
O  -10.6278  -17.8947  -28.0006  0.0021
C  -12.7738  -18.0032  -28.9729  -2.5373
H  -12.8478  -16.2087  -26.6638  -0.1703
H  -12.3038  -15.2263  -28.0065  1.0701
H  -11.1178  -15.8011  -26.8184  0.9023
H  -13.7951  -17.9544  -28.5952  0.3870
H  -12.6122  -19.0671  -29.1460  0.4333
H  -12.7666  -17.4407  -29.9065  0.4900
C  -12.6839  -19.8843  -26.4889  -1.2625
C  -13.4271  -19.4521  -25.2582  -0.1758
O  -12.8784  -19.5654  -24.1419  -0.4158
C  -14.8215  -18.8070  -25.3712  -0.9475
H  -12.7761  -20.9574  -26.6564  0.9133
H  -11.6243  -19.6439  -26.5760  0.0913
H  -13.1762  -19.4243  -27.3457  1.1285
H  -15.2780  -18.8681  -24.3833  0.3996
H  -15.4093  -19.2816  -26.1569  0.8175
H  -14.7044  -17.7537  -25.6260  -0.0059
C  -9.0174  -19.3390  -22.8308  -1.0452
C  -7.6988  -18.7321  -23.2076  0.7791
O  -6.7503  -19.3988  -23.6319  -0.6206
C  -7.4839  -17.2528  -23.1397  -0.7299
H  -9.4759  -18.7624  -22.0275  0.5813
H  -8.8950  -20.3707  -22.5008  0.4720
H  -9.6510  -19.2560  -23.7138  1.0687
H  -8.2798  -16.5584  -23.4088  0.6698
H  -6.5779  -16.9447  -23.6616  -0.1634
H  -7.2465  -17.0862  -22.0890  0.7661
C  -8.5220  -17.2556  -27.6314  1.9244
C  -8.4921  -15.9010  -28.3202  0.0679
O  -7.6629  -15.0476  -27.9349  -0.6786
C  -9.6182  -15.6163  -29.3261  -1.5393
H  -7.9267  -17.9390  -28.2370  0.3799
H  -9.5530  -17.6087  -27.6093  0.2379
H  -8.1483  -17.2570  -26.6074  -1.8339
H  -9.1938  -15.8485  -30.3029  0.3973
H  -9.9983  -14.5988  -29.2346  0.3272
H  -10.5432  -16.1760  -29.1871  0.5949
C  -13.9748  -15.4168  -25.4800  0.5184
C  -15.4743  -15.5867  -25.2306  0.7097
O  -16.0357  -16.1502  -24.2874  -0.5831
C  -16.3456  -15.3141  -26.4332  -1.4561
H  -13.6698  -14.3734  -25.4005  1.0751
H  -13.6598  -15.8048  -26.4488  0.0903
H  -13.4152  -15.8988  -24.6783  0.2140
H  -15.7614  -14.8578  -27.2324  0.3273
H  -17.1646  -14.6228  -26.2348  0.3938
H  -16.6078  -16.3015  -26.8132  0.3463
C  -8.3244  -13.3444  -26.1147  -1.7353
C  -8.5113  -14.5375  -25.0815  0.2511
O  -7.5842  -15.2837  -24.8592  -0.3691
C  -9.9244  -14.7917  -24.5436  0.8670
H  -7.9682  -12.4244  -25.6511  0.3177
H  -9.2577  -13.0850  -26.6146  0.2262
H  -7.6235  -13.6275  -26.9000  0.7335
H  -10.3972  -13.9803  -23.9902  0.1724
H  -9.7428  -15.5892  -23.8231  -1.4428
H  -10.5407  -15.0753  -25.3968  -0.8672
C  -15.8443  -16.2374  -21.8762  -1.3058
C  -15.3492  -17.6223  -22.1694  0.3793
O  -15.8434  -18.5304  -21.5215  -0.7627
C  -14.2792  -17.8753  -23.2498  0.7672
H  -16.7258  -16.3572  -21.2464  0.4358
H  -16.1414  -15.8084  -22.8332  0.2548
H  -15.0352  -15.5956  -21.5275  0.3402
H  -13.7802  -16.9120  -23.3554  -0.3048
H  -14.8520  -17.9858  -24.1705  -0.9331
H  -13.6090  -18.7042  -23.0218  1.5121
C  -6.7287  -17.0433  -25.7412  -1.5805
C  -7.1489  -18.4720  -25.9273  1.5563
O  -8.3335  -18.8387  -26.1172  -1.0174
C  -6.0371  -19.5379  -25.8158  -1.7315
H  -6.2857  -16.6485  -26.6554  0.7243
H  -6.0448  -17.0281  -24.8926  0.4432
H  -7.5348  -16.3422  -25.5248  -0.3955
H  -5.0974  -19.1797  -26.2362  0.5854
H  -6.3016  -20.4645  -26.3253  0.5735
H  -5.8322  -19.7203  -24.7609  0.3857